No. 1
Molecular formula: C32H28F5NO4
Method: DFT, ωB97M-V/def2-TZVPD

Values from the calculation:
- E_HOMO (eV) = -9.15
- Kohn-Sham gap (eV) = 8.61
- molar mass (g/mol) = 585.57
- SMILES = Fc1ccccc1.Fc1ccccc1.Fc1ccccc1.Fc1ccccc1.Fc1ccccc1.O=COCON=O

The geometry in XYZ format:
```
70
Properties=species:S:1:pos:R:3:forces:R:3:lowdin_charge:R:1
F -0.109 -5.070 -0.390 -0.34 0.11 0.20 0.0580
C 1.002 -5.409 -1.057 1.13 -0.37 -0.71 -0.2781
C 1.402 -6.740 -1.090 -0.09 -0.01 0.06 -0.0192
C 2.556 -7.094 -1.788 -0.03 0.46 -0.06 -0.0836
C 3.305 -6.110 -2.438 -0.11 -0.06 0.10 -0.0876
C 2.899 -4.775 -2.394 0.08 -0.45 0.22 -0.0678
C 1.739 -4.423 -1.705 -0.08 -0.04 0.04 -0.0093
H 0.812 -7.490 -0.573 0.02 0.10 -0.05 0.1149
H 2.872 -8.134 -1.827 -0.09 0.18 0.04 0.1040
H 4.208 -6.385 -2.978 -0.17 0.06 0.11 0.1016
H 3.486 -4.010 -2.897 -0.22 -0.48 0.37 0.0911
H 1.403 -3.392 -1.669 0.16 -0.39 0.15 0.0663
F 2.981 -2.559 -4.059 0.24 0.31 -0.20 0.0416
C 1.914 -1.916 -4.553 -1.10 0.69 -0.54 -0.2686
C 0.805 -1.707 -3.741 0.08 -0.04 0.06 -0.0031
C -0.303 -1.033 -4.254 0.34 -0.01 -0.36 -0.0628
C -0.294 -0.585 -5.577 0.19 0.16 0.12 -0.1153
C 0.822 -0.805 -6.386 -0.07 -0.09 0.40 -0.0645
C 1.934 -1.469 -5.870 0.08 -0.08 0.03 -0.0109
H 0.813 -2.069 -2.719 -0.06 0.25 -0.27 0.0761
H -1.173 -0.857 -3.625 0.16 -0.07 -0.06 0.1155
H -1.161 -0.064 -5.978 0.47 0.05 0.14 0.0798
H 0.825 -0.459 -7.417 0.03 -0.06 0.20 0.1105
H 2.814 -1.640 -6.481 -0.07 -0.02 0.08 0.1162
F 2.859 2.577 2.533 0.16 -0.04 -0.40 0.0514
C 2.306 2.571 3.753 -0.52 -0.02 1.23 -0.2967
C 1.233 3.414 4.023 0.00 -0.03 -0.06 -0.0126
C 0.654 3.404 5.292 0.33 -0.34 -0.09 -0.0812
C 1.163 2.559 6.281 0.01 -0.06 -0.05 -0.0949
C 2.243 1.721 6.003 -0.27 0.30 -0.24 -0.0721
C 2.815 1.723 4.730 0.08 0.04 -0.12 -0.0340
H 0.857 4.069 3.244 0.05 -0.08 0.04 0.1149
H -0.190 4.053 5.510 0.23 -0.15 -0.12 0.0921
H 0.714 2.555 7.272 0.12 -0.01 -0.25 0.0960
H 2.640 1.068 6.776 -0.06 0.09 -0.19 0.1075
H 3.650 1.072 4.494 -0.07 0.09 0.01 0.1066
F -2.764 0.476 -7.612 0.21 0.30 -0.08 0.0581
C -3.602 -0.552 -7.420 -0.86 -1.02 0.17 -0.2808
C -3.233 -1.584 -6.564 0.00 -0.03 0.04 -0.0122
C -4.107 -2.652 -6.360 -0.27 0.29 -0.35 -0.0711
C -5.337 -2.680 -7.022 0.06 0.00 0.03 -0.0977
C -5.696 -1.642 -7.883 0.35 -0.07 0.25 -0.0849
C -4.826 -0.569 -8.078 0.06 0.08 -0.03 -0.0183
H -2.270 -1.549 -6.065 -0.41 -0.20 -0.17 0.0719
H -3.832 -3.460 -5.687 0.00 0.17 -0.12 0.1075
H -6.017 -3.515 -6.866 0.13 0.17 -0.04 0.1006
H -6.652 -1.668 -8.400 0.19 0.05 0.09 0.1044
H -5.093 0.251 -8.737 0.07 -0.06 0.06 0.1149
F 0.069 4.809 7.713 0.04 -0.05 0.19 0.0472
C -0.582 5.969 7.875 -0.56 1.03 0.18 -0.2825
C -1.900 6.080 7.444 0.04 -0.07 -0.02 -0.0193
C -2.579 7.286 7.618 0.44 0.10 0.17 -0.0822
C -1.930 8.371 8.212 -0.03 -0.07 -0.03 -0.0978
C -0.606 8.251 8.636 -0.27 -0.28 -0.18 -0.0826
C 0.070 7.042 8.473 0.05 -0.06 -0.02 -0.0140
H -2.385 5.229 6.978 0.06 0.05 0.07 0.1150
H -3.612 7.381 7.291 0.20 -0.05 0.04 0.1053
H -2.459 9.312 8.343 0.11 -0.19 -0.02 0.1010
H -0.101 9.098 9.095 -0.07 -0.19 -0.07 0.1054
H 1.096 6.928 8.805 -0.10 -0.03 -0.06 0.1167
O -1.354 -1.961 0.780 8.61 -2.34 -1.03 -0.0127
C -0.071 -2.346 0.700 -6.74 2.07 0.87 -0.1468
O 0.872 -1.693 -0.224 -0.40 -0.12 3.17 -0.1280
C 1.590 -0.615 0.517 -1.49 1.58 -0.75 -0.1110
O 1.563 -0.983 1.941 0.36 1.02 -3.01 -0.1226
N 2.796 -0.946 2.497 -1.75 -2.74 5.08 0.0161
O 2.612 -1.448 3.621 2.11 2.05 -3.55 0.0093
H 0.267 -3.199 1.443 -0.16 1.77 -2.00 0.1782
H 0.928 0.360 0.406 1.34 -2.05 0.34 0.1658
H 2.650 -0.373 0.085 -1.96 -1.11 0.98 0.1658
```
Positions in Å, forces in eV/Å.

---

No. 2
Molecular formula: C32H28INO8PPtS2
Method: DFT, ωB97M-V/def2-TZVPD

Values from the calculation:
- E_HOMO (eV) = -5.21
- total charge = -1
- Kohn-Sham gap (eV) = 7.44
- molar mass (g/mol) = 971.66
- energy relative to the best compared isomer or geometry (same formula, charge and spin) (kcal per mole) = 3.2

The geometry in XYZ format:
```
74
Properties=species:S:1:pos:R:3:forces:R:3:lowdin_charge:R:1
Pt -0.180 -0.624 -0.375 -0.23 -0.32 -0.57 0.9106
I 0.719 0.743 2.318 -0.03 0.14 0.23 1.1782
C -0.191 2.550 1.749 0.00 0.02 -0.07 -0.5661
C 0.620 3.620 2.044 -0.06 -0.05 0.11 -0.1990
C 0.232 4.945 1.805 -0.01 0.01 0.00 -0.0675
C -1.004 5.182 1.294 0.02 0.00 -0.01 -0.0482
C -1.864 4.111 0.959 -0.01 -0.01 -0.01 -0.1629
C -3.140 4.459 0.449 0.01 0.00 0.00 -0.0411
C -4.025 3.504 0.079 -0.01 0.00 0.00 -0.0689
C -3.633 2.157 0.160 0.01 0.01 -0.01 -0.0807
C -2.411 1.749 0.640 -0.02 0.01 -0.02 -0.2622
P -2.136 -0.064 0.457 0.09 -0.04 0.06 0.8802
C -2.523 -0.781 2.078 0.02 0.00 0.00 -0.3895
C -2.997 -0.016 3.138 -0.04 0.00 -0.01 -0.0973
C -3.271 -0.614 4.360 0.00 0.00 0.00 -0.0853
C -3.072 -1.976 4.526 0.00 -0.01 0.00 -0.0896
C -2.594 -2.742 3.470 0.00 0.00 0.01 -0.0684
C -2.316 -2.149 2.249 0.01 0.02 0.00 -0.0853
C -3.497 -0.660 -0.600 -0.01 -0.04 0.03 -0.3522
C -3.264 -0.736 -1.972 0.01 0.01 -0.01 -0.0686
C -4.264 -1.199 -2.816 0.01 0.00 -0.01 -0.0693
C -5.487 -1.601 -2.298 0.00 0.00 0.01 -0.0916
C -5.715 -1.543 -0.930 0.00 0.00 -0.01 -0.0876
C -4.723 -1.073 -0.082 0.01 -0.01 -0.01 -0.0917
C -1.471 2.743 1.124 -0.01 -0.02 0.01 -0.1652
H 1.598 3.432 2.457 -0.08 0.03 0.03 0.0549
H 0.913 5.753 2.039 0.01 -0.01 0.00 0.1099
H -1.356 6.192 1.122 0.00 0.00 0.00 0.1069
H -3.382 5.512 0.364 0.00 0.00 0.00 0.1096
H -5.003 3.758 -0.308 0.00 0.00 0.00 0.1034
H -4.329 1.420 -0.210 -0.01 0.02 0.01 0.0893
H -3.144 1.050 3.014 0.00 0.00 0.00 0.1037
H -3.632 -0.011 5.185 0.00 0.00 0.00 0.0995
H -3.279 -2.441 5.482 0.00 0.00 0.00 0.0977
H -2.420 -3.802 3.601 0.00 0.00 0.00 0.1050
H -1.905 -2.738 1.439 0.01 0.00 -0.01 0.0975
H -2.297 -0.450 -2.374 -0.01 0.01 0.01 0.0836
H -4.074 -1.258 -3.880 -0.01 0.00 0.00 0.1058
H -6.260 -1.973 -2.959 0.00 0.00 0.00 0.0974
H -6.663 -1.870 -0.521 0.00 0.00 0.00 0.0985
H -4.900 -1.033 0.986 0.00 0.00 0.00 0.1077
O 2.296 -3.570 -0.171 -0.10 -0.07 0.00 -0.3051
S 1.766 -2.324 0.306 0.22 0.15 -0.06 0.2643
O 0.239 -2.398 0.550 -0.18 0.09 0.03 -0.5249
O 1.766 -1.256 -0.810 0.04 -0.01 0.07 -0.4929
O 2.391 -1.812 1.508 0.20 0.03 0.09 -0.4040
C 5.890 -2.592 2.253 0.01 0.02 -0.02 -0.0442
C 5.526 -1.261 1.660 -0.04 0.00 -0.04 -0.2736
C 5.228 -0.172 2.471 -0.04 -0.06 -0.03 -0.0380
C 4.731 1.002 1.930 -0.06 0.00 -0.03 -0.0640
C 4.568 1.096 0.557 -0.10 -0.05 -0.02 -0.2906
C 4.910 0.040 -0.279 0.00 -0.01 -0.01 -0.0489
C 5.383 -1.131 0.279 0.00 0.01 0.05 -0.0333
S 3.848 2.553 -0.115 0.11 -0.05 -0.18 0.6330
O 3.272 3.312 0.971 0.13 0.03 -0.02 -0.3281
O 4.783 3.252 -0.960 -0.02 0.04 0.02 -0.3044
N 2.709 1.904 -1.102 0.04 -0.04 0.01 -0.1151
C 1.810 2.874 -1.746 -0.17 -0.16 0.08 -0.2188
C 1.144 2.266 -2.971 -0.08 0.00 0.03 -0.0867
C 0.208 1.084 -2.707 0.02 -0.30 0.08 -0.6385
O -0.003 0.259 -3.575 0.00 0.08 -0.03 0.0445
O -0.332 1.070 -1.511 0.43 0.38 0.25 -0.2686
H 6.161 -2.500 3.304 0.01 0.00 0.00 0.0714
H 6.719 -3.055 1.716 0.00 0.00 0.00 0.0765
H 5.027 -3.257 2.177 0.00 0.01 0.00 0.0878
H 5.322 -0.267 3.546 0.01 0.01 0.01 0.1107
H 4.431 1.829 2.558 0.01 0.00 0.01 0.1070
H 4.757 0.122 -1.346 -0.01 0.00 0.00 0.1218
H 5.588 -1.982 -0.360 0.00 0.00 0.00 0.1226
H 2.252 1.093 -0.683 -0.07 0.06 0.02 0.0700
H 2.419 3.727 -2.050 0.01 -0.03 0.01 0.1155
H 1.052 3.221 -1.039 -0.01 0.04 0.01 0.1092
H 1.897 1.924 -3.680 -0.04 0.01 -0.05 0.1216
H 0.542 3.036 -3.464 0.05 0.02 -0.02 0.1221
```
Positions in Å, forces in eV/Å.

---

No. 3
Molecular formula: C32H28N5O3Pd
Method: DFT, ωB97M-V/def2-TZVPD

Values from the calculation:
- E_HOMO (alpha / beta) (eV) = -10.37 / -10.29
- spin multiplicity = 5
- total charge = +1
- Kohn-Sham gap (alpha / beta) (eV) = 7.49 / 4.73
- molar mass (g/mol) = 637.03
- ⟨S²⟩ = 6.07
- energy relative to the best compared isomer or geometry (same formula, charge and spin) (kcal per mole) = 3.0

The geometry in XYZ format:
```
69
Properties=species:S:1:pos:R:3:forces:R:3:lowdin_charge:R:1
Pd -0.062 -0.663 -0.245 0.04 0.10 -0.12 1.0995
C 2.685 0.012 1.906 0.00 0.00 -0.01 -0.0240
C 3.354 -0.864 0.894 0.01 -0.01 0.00 -0.1722
C 4.672 -0.650 0.561 0.01 -0.01 -0.01 -0.0269
C 5.359 -1.557 -0.239 -0.02 0.00 0.00 -0.0120
C 4.728 -2.708 -0.720 0.02 0.01 0.00 -0.0211
C 3.418 -2.993 -0.421 -0.01 0.00 -0.01 -0.1602
C 2.765 -4.188 -1.052 -0.01 0.02 0.00 -0.0215
C 2.692 -2.045 0.390 0.02 0.04 0.04 -0.1653
N 1.379 -2.161 0.641 -0.12 -0.01 -0.03 0.0885
C 0.791 -3.380 0.963 0.03 -0.01 -0.01 -0.4227
O 1.370 -4.270 1.540 0.02 -0.01 -0.01 0.1303
C -0.675 -3.483 0.644 -0.01 0.06 -0.01 -0.1671
C -1.402 -4.608 0.991 -0.02 -0.02 0.01 0.0381
C -2.752 -4.640 0.673 0.00 0.01 0.00 -0.0001
C -3.328 -3.558 0.026 0.00 -0.01 0.01 0.0408
C -2.528 -2.470 -0.288 0.00 0.02 0.00 -0.1554
N -1.235 -2.451 0.017 0.00 -0.03 0.02 0.0635
C -3.112 -1.263 -0.986 0.03 -0.01 -0.03 -0.4291
O -4.291 -1.235 -1.264 0.00 -0.01 -0.02 0.1160
N -2.186 -0.329 -1.386 -0.08 -0.08 0.03 0.1194
C -2.419 0.976 -1.506 0.05 0.01 -0.03 -0.1745
C -3.277 1.737 -0.626 -0.01 0.01 0.02 -0.1499
C -4.072 1.108 0.475 0.01 0.01 0.01 -0.0205
C -3.272 3.108 -0.760 0.01 0.03 0.00 -0.0196
C -2.504 3.753 -1.729 0.00 -0.01 0.00 -0.0174
C -1.705 3.024 -2.613 -0.01 0.01 0.02 -0.0353
C -1.648 1.657 -2.528 -0.02 0.00 0.00 -0.1928
C -0.919 0.845 -3.552 -0.02 0.01 0.01 -0.0432
H 3.080 1.026 1.859 0.00 0.00 0.00 0.0931
H 2.894 -0.379 2.906 0.00 0.00 0.00 0.1096
H 1.606 0.040 1.800 0.00 0.00 0.01 0.0405
H 5.185 0.219 0.955 0.00 -0.01 0.00 0.1237
H 6.395 -1.374 -0.492 0.00 0.00 0.00 0.1193
H 5.277 -3.383 -1.364 0.00 0.00 0.00 0.1231
H 3.332 -4.499 -1.927 0.00 0.00 0.01 0.0892
H 1.745 -3.972 -1.375 0.00 0.00 0.00 0.0866
H 2.718 -5.024 -0.355 0.00 0.00 0.02 0.0932
H -0.905 -5.420 1.501 0.00 0.00 0.00 0.1308
H -3.352 -5.502 0.931 0.00 0.00 0.00 0.1234
H -4.374 -3.530 -0.242 0.00 0.00 0.00 0.1308
H -3.481 0.359 1.002 0.00 0.00 0.00 0.0744
H -4.967 0.625 0.083 0.01 0.00 0.00 0.0915
H -4.369 1.871 1.193 0.00 0.01 0.00 0.0911
H -3.874 3.700 -0.082 0.00 0.00 0.00 0.1225
H -2.540 4.832 -1.802 0.00 0.00 0.00 0.1162
H -1.151 3.535 -3.390 0.00 0.00 0.00 0.1198
H -0.272 1.477 -4.157 0.00 0.00 0.00 0.0849
H -1.639 0.356 -4.212 0.00 0.00 0.00 0.1006
H -0.329 0.051 -3.098 0.02 -0.02 0.01 0.0498
O -1.093 0.327 1.268 0.11 -0.10 0.09 -0.1873
C -0.728 1.443 1.858 -0.04 0.06 -0.06 -0.3590
C -1.300 1.711 3.120 -0.03 0.02 0.02 -0.0096
C -1.038 2.874 3.803 0.01 -0.01 -0.02 -0.0678
C -0.164 3.825 3.272 -0.01 -0.01 0.00 -0.0851
C 0.417 3.578 2.051 0.00 0.01 0.01 -0.0443
C 0.145 2.414 1.313 0.02 -0.04 -0.04 -0.1039
C 0.818 2.240 0.028 0.00 0.01 0.01 -0.2704
N 1.011 1.120 -0.661 -0.03 -0.03 0.05 -0.0072
C 1.783 1.432 -1.760 -0.01 0.01 -0.02 -0.1332
C 2.053 2.758 -1.751 -0.02 0.00 0.02 -0.0612
N 1.437 3.252 -0.624 0.02 -0.01 -0.01 0.1263
H -1.963 0.960 3.529 0.00 0.00 -0.01 0.1197
H -1.502 3.043 4.767 0.00 0.00 0.00 0.1108
H 0.069 4.729 3.817 0.00 0.00 0.00 0.1053
H 1.130 4.300 1.671 0.00 0.00 0.01 0.1045
H 2.085 0.686 -2.474 0.00 0.00 0.00 0.1114
H 2.616 3.382 -2.423 0.00 0.00 0.01 0.1199
H 1.414 4.216 -0.342 0.01 0.01 0.00 0.1518
```
Positions in Å, forces in eV/Å.